# C32H52FN5O6S

5 unconnected molecules or ions with the total composition C32H52FN5O6S in a non-equilibrium geometry (ωB97M-V with the def2-TZVPD basis set, the OMol25 dataset).

Last columns: bonded neighbours and bond lengths (Å).
Positions of all 97 atoms, in Å:
1 C 0.054 2.695 0.544  O2 1.405, H26 1.092, H27 1.079, H28 1.087
2 O -0.108 2.594 1.936  C1 1.405, C3 1.416
3 C 0.873 1.767 2.535  O2 1.416, C4 1.534, H29 1.091, H30 1.085
4 C 0.695 0.296 2.137  C3 1.534, C5 1.544, H31 1.081, H32 1.081
5 C 1.928 -0.308 1.432  C4 1.544, C6 1.543, H33 1.085, H34 1.083
6 C 1.542 -1.329 0.341  C5 1.543, C7 1.549, H35 1.078, H36 1.084
7 C 1.788 -0.787 -1.089  C6 1.549, C8 1.535, H37 1.081, H38 1.085
8 C 0.574 -0.917 -2.018  C7 1.535, C9 1.527, H39 1.087, H40 1.079
9 C 0.467 -2.250 -2.756  C8 1.527, C10 1.517, H41 1.084, H42 1.086
10 C 0.455 -3.491 -1.884  C9 1.517, C11 1.542, H43 1.079, H44 1.090
11 C -0.824 -3.773 -1.069  C10 1.542, C12 1.541, H45 1.081, H46 1.075
12 C -2.150 -3.746 -1.855  C11 1.541, C13 1.506, H47 1.077, H48 1.084
13 C -3.308 -3.029 -1.213  C12 1.506, O14 1.456, C19 1.533, H49 1.084
14 O -3.508 -3.401 0.180  C13 1.456, S15 1.582
15 S -3.038 -2.235 1.141  O14 1.582, O16 1.399, O17 1.394, O18 1.636
16 O -4.112 -1.638 1.810  S15 1.399
17 O -1.921 -2.576 1.901  S15 1.394
18 O -2.511 -1.235 -0.042  S15 1.636, C19 1.397
19 C -3.278 -1.497 -1.179  C13 1.533, O18 1.397, F20 1.377, C21 1.503
20 F -2.652 -1.145 -2.354  C19 1.377
21 C -4.633 -0.846 -1.205  C19 1.503, C22 1.514, H50 1.082, H51 1.084
22 C -4.637 0.658 -1.032  C21 1.514, O23 1.411, C24 1.562, H52 1.087
23 O -3.948 1.025 0.144  C22 1.411, H53 0.966
24 C -4.121 1.427 -2.290  C22 1.562, N25 1.473, H54 1.089, H55 1.080
25 N -3.125 2.468 -1.982  C24 1.473, H56 1.012, H57 1.012
26 H 1.102 2.799 0.254  C1 1.092
27 H -0.487 3.567 0.210  C1 1.079
28 H -0.367 1.847 0.010  C1 1.087
29 H 1.867 2.144 2.290  C3 1.091
30 H 0.754 1.855 3.609  C3 1.085
31 H 0.534 -0.300 3.025  C4 1.081
32 H -0.187 0.177 1.523  C4 1.081
33 H 2.498 -0.827 2.195  C5 1.085
34 H 2.553 0.476 1.021  C5 1.083
35 H 0.501 -1.562 0.496  C6 1.078
36 H 2.168 -2.205 0.465  C6 1.084
37 H 1.989 0.271 -0.991  C7 1.081
38 H 2.652 -1.275 -1.528  C7 1.085
39 H 0.679 -0.153 -2.784  C8 1.087
40 H -0.308 -0.653 -1.455  C8 1.079
41 H -0.365 -2.198 -3.449  C9 1.084
42 H 1.359 -2.313 -3.373  C9 1.086
43 H 1.274 -3.446 -1.182  C10 1.079
44 H 0.634 -4.356 -2.520  C10 1.090
45 H -0.713 -4.775 -0.679  C11 1.081
46 H -0.818 -3.129 -0.209  C11 1.075
47 H -2.043 -3.426 -2.878  C12 1.077
48 H -2.487 -4.775 -1.907  C12 1.084
49 H -4.241 -3.320 -1.680  C13 1.084
50 H -5.171 -1.067 -2.118  C21 1.082
51 H -5.204 -1.261 -0.383  C21 1.084
52 H -5.677 0.948 -0.905  C22 1.087
53 H -4.259 1.889 0.443  O23 0.966
54 H -4.986 1.916 -2.737  C24 1.089
55 H -3.720 0.779 -3.055  C24 1.080
56 H -2.707 2.755 -2.858  N25 1.012
57 H -3.613 3.279 -1.623  N25 1.012
58 C -5.064 -2.040 -5.048  C59 1.421, C62 1.370, H63 1.078
59 C -5.888 -1.662 -6.142  C58 1.421, C60 1.369, H64 1.077
60 C -6.722 -2.715 -6.405  C59 1.369, N61 1.368, H65 1.076
61 N -6.433 -3.713 -5.516  C60 1.368, C62 1.367, H66 1.003
62 C -5.426 -3.310 -4.683  C58 1.370, N61 1.367, H67 1.077
63 H -4.293 -1.447 -4.583  C58 1.078
64 H -5.869 -0.726 -6.673  C59 1.077
65 H -7.493 -2.839 -7.146  C60 1.076
66 H -6.889 -4.605 -5.481  N61 1.003
67 H -5.056 -3.960 -3.908  C62 1.077
68 C 0.307 2.955 8.135  C69 1.421, C72 1.369, H73 1.077
69 C 0.029 3.178 6.759  C68 1.421, C70 1.368, H74 1.077
70 C 1.124 3.794 6.217  C69 1.368, N71 1.369, H75 1.077
71 N 2.050 3.955 7.212  C70 1.369, C72 1.369, H76 1.003
72 C 1.562 3.442 8.383  C68 1.369, N71 1.369, H77 1.076
73 H -0.340 2.488 8.858  C68 1.077
74 H -0.871 2.915 6.229  C69 1.077
75 H 1.323 4.130 5.214  C70 1.077
76 H 2.952 4.381 7.100  N71 1.003
77 H 2.147 3.469 9.286  C72 1.076
78 C 4.251 -3.193 -3.887  C79 1.421, C82 1.369, H83 1.078
79 C 3.969 -3.018 -5.269  C78 1.421, C80 1.369, H84 1.077
80 C 5.039 -2.368 -5.823  C79 1.369, N81 1.368, H85 1.076
81 N 5.953 -2.143 -4.830  C80 1.368, C82 1.368, H86 1.003
82 C 5.482 -2.645 -3.648  C78 1.369, N81 1.368, H87 1.076
83 H 3.620 -3.668 -3.153  C78 1.078
84 H 3.084 -3.332 -5.795  C79 1.077
85 H 5.228 -2.048 -6.833  C80 1.076
86 H 6.834 -1.679 -4.950  N81 1.003
87 H 6.060 -2.568 -2.743  C82 1.076
88 C 7.581 5.449 5.398  C89 1.421, C92 1.368, H93 1.077
89 C 7.379 5.395 6.804  C88 1.421, C90 1.368, H94 1.077
90 C 6.066 5.701 7.038  C89 1.368, N91 1.370, H95 1.077
91 N 5.469 5.941 5.829  C90 1.370, C92 1.368, H96 1.003
92 C 6.385 5.785 4.825  C88 1.368, N91 1.368, H97 1.076
93 H 8.500 5.261 4.870  C88 1.077
94 H 8.113 5.159 7.555  C89 1.077
95 H 5.508 5.771 7.957  C90 1.077
96 H 4.507 6.195 5.697  N91 1.003
97 H 6.108 5.927 3.795  C92 1.076

Output
* HOMO: -8.19 eV
* structure (SMILES): COCCCCCCCCCC[C@H]1OS(=O)(=O)O[C@]1(F)C[C@@H](O)CN.c1cc[nH]c1.c1cc[nH]c1.c1cc[nH]c1.c1cc[nH]c1
* net charge: 0
* total energy: -2473.69238 hartree